Computed, not measured: a molecular structure, C47H38N7O4P2W, with wB97M-V/def2-TZVPD.

Values from the calculation:
energy = -88348.179 eV
highest occupied orbital energy = -14.87 eV
gap between HOMO and LUMO = 4.46 eV
LUMO level = -0.3823 Ha
net charge = +3

Each line ends with the natural charge from an NBO analysis.
Element x y z (Å)
W (-0.07936, 0.33600, -1.97880)  2.209
O (-4.61315, 3.48638, -3.09148)  -0.632
C (-4.62108, 3.21186, -1.78382)  0.398
C (-5.64203, 3.78496, -1.02292)  -0.255
C (-5.70432, 3.58002, 0.33425)  -0.121
C (-4.74437, 2.79405, 0.98763)  -0.267
C (-3.75494, 2.20319, 0.24839)  -0.106
C (-3.67845, 2.37922, -1.14917)  -0.268
C (-2.59493, 1.75608, -1.87565)  0.597
O (-1.83977, 0.81860, -1.26155)  -0.716
N (-2.28775, 2.12914, -3.06971)  -0.409
N (-1.07800, 1.58596, -3.50226)  -0.374
C (-0.56023, 2.22857, -4.49569)  0.229
C (0.75095, 2.00050, -5.02871)  -0.211
C (1.21302, 2.72952, -6.12546)  -0.104
C (2.52057, 2.58023, -6.55318)  -0.186
C (3.38120, 1.72191, -5.87333)  -0.117
C (2.93769, 0.98841, -4.77938)  -0.244
C (1.62457, 1.12922, -4.39061)  0.366
O (1.16287, 0.41254, -3.32301)  -0.597
H (-3.79928, 3.14456, -3.49783)  0.507
H (-6.35485, 4.41787, -1.53427)  0.255
H (-6.50070, 4.03958, 0.90448)  0.242
H (-4.77761, 2.67351, 2.06166)  0.230
H (-2.98291, 1.62544, 0.74025)  0.184
H (-1.15319, 3.03759, -4.91324)  0.242
H (0.54291, 3.41241, -6.63339)  0.243
H (2.87796, 3.13930, -7.40640)  0.256
H (4.40852, 1.62065, -6.19588)  0.252
H (3.59207, 0.32188, -4.23326)  0.247
N (-1.39667, -2.84103, -0.98710)  -0.819
C (-2.14291, -2.35025, -2.02972)  0.418
C (-3.37586, -2.95548, -2.30863)  -0.284
C (-4.14999, -2.50220, -3.34400)  -0.086
C (-3.67704, -1.44216, -4.11698)  -0.255
C (-2.47702, -0.88365, -3.78541)  0.067
N (-1.70557, -1.28104, -2.73449)  -0.553
H (-1.70269, -3.73963, -0.64524)  0.407
H (-0.39529, -2.75840, -1.07229)  0.424
H (-3.68365, -3.80495, -1.71259)  0.237
H (-5.09348, -2.97797, -3.57754)  0.254
H (-4.22955, -1.06934, -4.96679)  0.258
H (-2.08039, -0.09483, -4.39632)  0.218
O (0.40029, 2.09286, -1.45046)  -0.461
N (1.00182, 1.25091, -0.50856)  -0.325
C (2.26095, 1.68512, -0.18020)  0.043
C (2.84823, 2.74418, -0.95664)  0.207
N (3.28426, 3.55643, -1.64075)  -0.139
C (3.01866, 1.07885, 0.75156)  0.407
N (3.06592, 0.86462, 1.97103)  -0.295
C (0.47502, -0.83879, 2.57072)  -1.169
P (-0.85772, -0.50259, 1.40601)  1.243
C (-2.12908, -1.53715, 1.91614)  -0.592
C (-2.09411, -2.60425, 2.86007)  -0.106
C (-3.24071, -3.28768, 3.16701)  -0.212
C (-4.45222, -2.94788, 2.54457)  -0.038
C (-4.50951, -1.94034, 1.58467)  -0.246
C (-3.36485, -1.24936, 1.26176)  -0.012
C (1.07577, -1.49618, -1.64395)  -0.443
C (1.10594, -2.34921, -2.76534)  -0.151
C (2.10730, -3.28615, -2.94052)  -0.211
C (3.12308, -3.41575, -1.99635)  -0.155
C (3.12397, -2.58557, -0.88886)  -0.200
C (2.12153, -1.63622, -0.73544)  -0.215
P (0.89732, 0.44671, 3.90381)  0.915
C (2.51720, 1.23503, 3.28460)  -0.171
C (2.73847, 2.62775, 3.70085)  -0.237
C (3.97879, 3.13688, 3.73610)  -0.152
C (5.16291, 2.30349, 3.58899)  -0.175
C (5.08451, 0.97934, 3.40312)  -0.198
C (3.79241, 0.34266, 3.10966)  -0.034
C (1.72703, -0.63277, 5.12694)  -0.387
C (2.36082, 0.08035, 6.15015)  -0.151
C (3.07435, -0.58281, 7.13360)  -0.196
C (3.15838, -1.96997, 7.11631)  -0.170
C (2.51146, -2.68617, 6.12289)  -0.176
C (1.79481, -2.02315, 5.13134)  -0.236
H (1.39505, -1.04674, 2.01816)  0.275
H (0.22046, -1.70938, 3.16262)  0.271
H (-1.17132, -2.92803, 3.31899)  0.223
H (-3.21011, -4.09456, 3.88647)  0.258
H (-5.35153, -3.49547, 2.79870)  0.255
H (-5.44474, -1.70707, 1.09378)  0.254
H (-3.40011, -0.46868, 0.51100)  0.230
H (0.34169, -2.28457, -3.52810)  0.219
H (2.09958, -3.91250, -3.82303)  0.246
H (3.90621, -4.14926, -2.13377)  0.247
H (3.91262, -2.66296, -0.15100)  0.231
H (2.17715, -0.99157, 0.12972)  0.179
H (1.87587, 3.20564, 4.00707)  0.254
H (4.12230, 4.17710, 3.99808)  0.256
H (6.12816, 2.76107, 3.76061)  0.257
H (5.94496, 0.33403, 3.51582)  0.255
H (3.69995, -0.72899, 3.25489)  0.252
H (2.29503, 1.16373, 6.18312)  0.216
H (3.56102, -0.01896, 7.91809)  0.244
H (3.72168, -2.48953, 7.87950)  0.246
H (2.56289, -3.76675, 6.11134)  0.237
H (1.31489, -2.62795, 4.37253)  0.196

Computed, not measured: a molecular structure, C47H39BrMoN3P3S2, with wB97M-V/def2-TZVPD.

Values from the calculation:
energy = -175241.260 eV
highest occupied orbital energy (alpha / beta) = -18.76 / -18.76 eV
gap between HOMO and LUMO (alpha / beta) = 5.51 / 5.51 eV
LUMO level (alpha / beta) = -0.4867 / -0.4866 Ha
net charge = +4
energy above the lowest of the compared OMol25 structures with the same formula, charge and spin = 0.0 kcal/mol

Each line ends with the Löwdin charge.
Element x y z (Å)
Mo (0.58563, 0.35135, -0.75183)  1.090
S (-0.18828, 0.85616, 1.67435)  0.548
P (-1.33909, -0.83532, 1.38286)  0.678
C (-1.15866, -0.55950, -0.38374)  -0.596
P (-2.44926, 0.27128, -1.29972)  0.663
S (-1.06930, 1.65744, -2.00227)  0.552
C (-3.21704, -0.64631, -2.63341)  -0.368
C (-4.19928, 0.02467, -3.36718)  -0.064
C (-4.84605, -0.65385, -4.38385)  -0.017
C (-4.53586, -1.98443, -4.63988)  -0.003
C (-3.55557, -2.63987, -3.90274)  -0.034
C (-2.86920, -1.96921, -2.90653)  -0.079
C (-3.64022, 1.14980, -0.27367)  -0.372
C (-3.33797, 2.42743, 0.20072)  -0.106
C (-4.29961, 3.12379, 0.90871)  -0.029
C (-5.53093, 2.53747, 1.17195)  -0.008
C (-5.81492, 1.25419, 0.71945)  -0.029
C (-4.87518, 0.55019, -0.01197)  -0.074
C (-0.29464, -2.25270, 1.82418)  -0.332
C (0.90253, -2.40215, 1.13254)  -0.129
C (1.75698, -3.44588, 1.41805)  -0.052
C (1.41861, -4.33986, 2.43014)  -0.006
C (0.24100, -4.17769, 3.14269)  -0.012
C (-0.63153, -3.14064, 2.84410)  -0.033
C (-2.93020, -0.84810, 2.21748)  -0.375
C (-3.28110, 0.18372, 3.08884)  -0.077
C (-4.47148, 0.08757, 3.78812)  -0.029
C (-5.29227, -1.01905, 3.61519)  -0.008
C (-4.95121, -2.02721, 2.72170)  -0.028
C (-3.76633, -1.95198, 2.01301)  -0.089
H (-4.44525, 1.05287, -3.13291)  0.124
H (-5.60462, -0.15553, -4.96856)  0.132
H (-5.06577, -2.51396, -5.41776)  0.133
H (-3.33817, -3.67804, -4.10068)  0.126
H (-2.09032, -2.45636, -2.32929)  0.105
H (-2.37552, 2.88408, -0.00348)  0.069
H (-4.09392, 4.12766, 1.24498)  0.127
H (-6.27522, 3.08561, 1.73034)  0.133
H (-6.77913, 0.80870, 0.91458)  0.131
H (-5.09899, -0.44064, -0.38532)  0.123
H (1.13086, -1.64078, 0.35303)  0.024
H (2.67406, -3.59237, 0.86971)  0.113
H (2.07258, -5.17035, 2.65186)  0.134
H (-0.00365, -4.86948, 3.93532)  0.134
H (-1.55523, -3.02712, 3.39456)  0.119
H (-2.62187, 1.03129, 3.22833)  0.098
H (-4.75048, 0.86768, 4.47926)  0.131
H (-6.19973, -1.10448, 4.19043)  0.132
H (-5.59982, -2.87981, 2.58963)  0.130
H (-3.48176, -2.73843, 1.32409)  0.123
N (3.76182, 0.60283, -0.70886)  -0.075
P (2.62629, 0.89121, 0.53331)  0.918
C (2.85076, 2.63222, 0.92541)  -0.365
C (4.08837, 2.97216, 1.47694)  -0.065
C (4.39459, 4.30265, 1.68991)  -0.020
C (3.46974, 5.28439, 1.35550)  -0.010
C (2.23309, 4.93807, 0.82630)  -0.036
C (1.91723, 3.61127, 0.59683)  -0.108
C (3.17794, -0.07150, 1.94573)  -0.376
C (2.70344, 0.31496, 3.20338)  -0.110
C (3.08109, -0.40071, 4.32318)  -0.019
C (3.93924, -1.48570, 4.19499)  -0.008
C (4.42298, -1.86049, 2.94799)  -0.040
C (4.02969, -1.17074, 1.81456)  -0.101
C (3.43927, 1.37387, -1.81734)  -0.376
C (4.41944, 1.90743, -2.65186)  0.042
C (4.04096, 2.74152, -3.68476)  0.026
C (2.68587, 3.02629, -3.84656)  0.003
C (1.77729, 2.44490, -2.99263)  -0.148
N (2.12005, 1.61028, -1.99365)  -0.049
H (4.75118, 0.59528, -0.45782)  0.141
H (4.79835, 2.19577, 1.73386)  0.119
H (5.34942, 4.57599, 2.11368)  0.131
H (3.71395, 6.32345, 1.51740)  0.132
H (1.51857, 5.71123, 0.58843)  0.124
H (0.95674, 3.32534, 0.16635)  0.071
H (2.07600, 1.19226, 3.29700)  0.085
H (2.71450, -0.10879, 5.29499)  0.129
H (4.23278, -2.04370, 5.06988)  0.131
H (5.10867, -2.69069, 2.85875)  0.129
H (4.41421, -1.45894, 0.84450)  0.100
H (5.45937, 1.68221, -2.46158)  0.137
H (4.78287, 3.18545, -4.32902)  0.141
H (2.34144, 3.69043, -4.62311)  0.134
H (0.72717, 2.67635, -3.10038)  0.026
Br (0.71642, -1.66751, -6.12434)  0.873
C (1.51253, -1.79961, -4.41271)  -0.622
C (2.57502, -2.67012, -4.15045)  -0.024
C (3.08600, -2.70597, -2.86615)  0.013
C (2.54758, -1.88209, -1.88856)  -0.118
N (1.52730, -1.04811, -2.13055)  -0.104
C (1.02198, -1.01311, -3.36926)  -0.183
H (2.98570, -3.29075, -4.93147)  0.136
H (3.89435, -3.38043, -2.62309)  0.137
H (2.95440, -1.89255, -0.88427)  0.081
H (0.19674, -0.33817, -3.57586)  0.075

Computed, not measured: a molecular structure, C47H39GeIrN2O2S, with wB97M-V/def2-TZVPD.

Values from the calculation:
energy = -126625.751 eV
highest occupied orbital energy (alpha / beta) = -9.69 / -10.57 eV
gap between HOMO and LUMO (alpha / beta) = 6.86 / 4.93 eV
spin multiplicity = 6
LUMO level (alpha / beta) = -0.1040 / -0.2072 Ha
net charge = +1
energy above the lowest of the compared OMol25 structures with the same formula, charge and spin = 0.0 kcal/mol

Each line ends with the Löwdin spin population.
Element x y z (Å)
Ir (-0.65439, 0.17389, 0.32546)  2.314
C (1.40616, -5.81607, 4.12343)  0.000
C (0.67822, -4.49414, 3.90475)  0.000
C (1.05137, -3.35564, 4.59879)  0.000
C (0.46937, -2.18249, 4.30175)  0.000
C (-0.60789, -2.10773, 3.45388)  0.005
C (-1.06112, -3.27885, 2.84871)  0.002
C (-0.40407, -4.43761, 3.11173)  0.001
S (-1.45295, -0.55611, 3.33904)  0.027
O (-2.73944, -0.88362, 2.72741)  0.015
O (-1.44816, 0.06207, 4.66318)  0.021
N (-0.61802, 0.47658, 2.37384)  0.296
C (-0.31839, 1.77788, 2.76966)  0.021
C (0.16805, 2.13721, 3.97315)  0.041
C (0.45043, 3.47722, 4.25598)  0.000
C (0.20343, 4.45652, 3.35862)  0.037
C (-0.26112, 4.09235, 2.06917)  0.003
C (-0.51024, 5.04812, 1.13891)  0.011
C (-0.91450, 4.67272, -0.12241)  0.001
C (-1.10809, 3.26987, -0.39993)  0.031
N (-0.88802, 2.35991, 0.52906)  0.145
C (-0.52554, 2.76818, 1.77739)  0.023
H (1.85720, -5.79519, 5.13496)  0.000
H (2.22351, -5.90800, 3.40061)  0.000
H (0.79608, -6.68911, 3.95437)  0.000
H (1.92132, -3.43611, 5.24701)  0.000
H (0.82938, -1.30530, 4.77053)  0.000
H (-1.97801, -3.32444, 2.25811)  0.000
H (-0.67379, -5.32899, 2.62167)  0.000
H (0.24086, 1.43757, 4.79361)  0.001
H (0.84786, 3.69595, 5.22156)  -0.001
H (0.54462, 5.47099, 3.47910)  0.002
H (-0.39182, 6.09373, 1.39422)  0.001
H (-1.01728, 5.24804, -1.00977)  0.000
H (-1.47680, 2.90428, -1.34493)  0.003
C (2.97301, 0.64595, 1.60202)  0.059
Ge (2.00857, 0.32256, -0.15413)  0.297
C (2.79223, -1.07582, -1.23957)  0.043
C (3.09794, -0.80547, -2.60486)  0.018
C (3.59622, -1.87536, -3.40058)  0.000
C (3.85904, -3.06295, -2.79419)  0.012
C (3.54270, -3.31165, -1.47932)  -0.002
C (3.01252, -2.31841, -0.70446)  0.013
C (1.99294, 1.99821, -1.20789)  0.062
C (2.72784, 3.05081, -0.69059)  0.024
C (2.73884, 4.34476, -1.32992)  0.002
C (2.10299, 4.47684, -2.53719)  0.012
C (1.39642, 3.37430, -3.10173)  0.002
C (0.74377, 3.51950, -4.34591)  0.004
C (0.10844, 2.47113, -4.97227)  -0.001
C (0.05042, 1.22238, -4.30409)  0.004
C (0.71038, 1.05477, -3.08346)  0.022
C (1.38132, 2.11676, -2.46906)  0.011
H (4.05858, 0.63290, 1.48025)  0.008
H (2.63245, -0.16479, 2.27056)  0.000
H (2.66189, 1.57917, 2.07674)  0.000
H (2.96309, 0.18714, -3.05698)  0.001
H (3.77950, -1.69380, -4.44952)  0.000
H (4.26368, -3.90701, -3.36630)  0.001
H (3.85010, -4.29167, -1.03649)  0.000
H (2.92635, -2.53676, 0.35446)  0.001
H (3.20285, 2.95199, 0.25507)  0.002
H (3.31561, 5.22473, -0.96433)  0.000
H (2.11484, 5.42612, -3.09524)  0.001
H (0.69150, 4.51553, -4.73426)  0.000
H (-0.35833, 2.60437, -5.92446)  0.000
H (-0.51630, 0.35971, -4.68102)  0.000
H (0.55813, 0.16501, -2.52109)  0.024
C (-0.48694, -4.90459, -2.65823)  0.137
C (-1.83513, -4.65400, -2.97751)  -0.007
C (-2.62485, -3.77595, -2.25093)  0.100
C (-1.98755, -2.81001, -1.39757)  0.055
C (-0.59640, -2.92231, -1.26602)  0.121
C (0.10775, -3.98612, -1.76028)  -0.001
C (-2.84141, -1.79891, -0.89062)  0.309
C (-2.42356, -0.52862, -0.37755)  0.419
C (-3.46743, 0.56477, -0.44233)  0.058
C (-3.81744, 0.96999, -1.73986)  0.039
C (-4.63764, 2.07214, -1.92506)  -0.003
C (-5.05710, 2.83439, -0.76778)  0.038
C (-4.66844, 2.37599, 0.46526)  0.001
C (-3.87957, 1.26728, 0.69169)  0.038
H (0.05405, -5.68407, -3.16076)  0.008
H (-2.30344, -5.23626, -3.74654)  -0.003
H (-3.65164, -3.81812, -2.41122)  0.004
H (-0.09035, -2.24256, -0.60586)  0.049
H (1.15489, -4.02835, -1.44108)  -0.002
H (-3.90939, -2.05832, -0.87934)  0.012
H (-3.58020, 0.36032, -2.59958)  0.004
H (-4.92384, 2.44189, -2.92096)  -0.001
H (-5.66955, 3.72094, -0.83599)  0.002
H (-4.98943, 2.84578, 1.40344)  0.000
H (-3.49310, 1.07008, 1.66183)  0.001